This record from OMol25 describes 2 unconnected molecules or ions with the total composition C3H4N2S at a distorted geometry. The level of theory is the ωB97M-V functional and the def2-TZVPD basis.

The geometry in ORCA input format:
```
! RIJCOSX wB97M-V def2-TZVPD def2/J DEFGRID3
* xyz 0 1
C 0.117 0.736 0.122
C 1.320 -1.519 -0.267
C 0.656 -0.389 -0.113
N -0.328 1.872 0.042
N -3.395 0.769 -0.432
S -3.215 -0.621 0.182
H 2.104 -1.841 0.340
H 1.149 -2.104 -1.081
H -3.266 1.041 -1.415
H -0.213 2.581 0.623
*
```

- Structure (SMILES): C=C=C=N.N=S
- HOMO-LUMO gap (alpha / beta): 7.12 / 7.11 eV
- DFT total energy: -16985.8012 eV
- ΔE to the lowest compared entry with this formula, charge and spin: 131.2 kcal per mole
- Maximum force: 5.60 eV/A